[1]
The following is a DFT calculation (ωB97M-V/def2-TZVPD) of C5H9NS4 in the gas phase in a non-equilibrium geometry.

Positions of all 19 atoms, in Å:
C  1.48  0.85  0.23
C  0.00  -0.28  -1.13
C  1.11  -1.95  -0.09
C  -1.61  0.77  1.23
C  -0.87  1.62  0.22
N  0.26  0.80  -0.34
S  2.15  2.14  0.90
S  2.25  -0.72  0.53
S  0.76  -0.38  -2.74
S  0.18  -2.79  1.19
H  -1.01  -0.76  -1.13
H  1.45  -2.39  -0.94
H  -0.86  0.64  1.96
H  -2.56  1.32  1.50
H  -1.98  -0.10  0.70
H  -1.60  1.91  -0.48
H  -0.26  2.39  0.62
H  1.33  0.83  -2.67
H  -0.22  -3.88  0.44

The lowest unoccupied orbital energy comes out at -0.23 eV. The orbital gap is 0.2798 hartree. As for the strongest force on any atom: 5.17 eV/A.

***

[2]
The following is a DFT calculation (ωB97M-V/def2-TZVPD) of C5H9NSi in the gas phase in a non-equilibrium geometry.

Positions of all 16 atoms, in Å:
C  -0.43  -0.55  2.06
C  -0.04  0.81  1.96
C  -0.59  -1.19  0.85
C  0.02  1.42  0.80
C  -0.28  -1.30  -1.58
N  -0.23  -0.75  -0.29
Si  0.85  1.78  -0.91
H  -0.70  -0.94  3.05
H  -0.15  1.39  2.92
H  -0.95  -2.20  0.97
H  -1.29  -1.15  -2.06
H  0.54  -0.88  -2.20
H  -0.27  -2.44  -1.72
H  0.19  1.89  -2.24
H  2.13  0.93  -1.21
H  1.20  3.17  -0.42

The lowest unoccupied orbital energy (spin up / spin down) comes out at -0.58 / -0.58 eV. The orbital gap (spin up / spin down) is 0.2527 / 0.2527 hartree. As for the strongest force on any atom: 3.63 eV/A.

***

[3]
The following is a DFT calculation (ωB97M-V/def2-TZVPD) of a molecular structure, C5H9NSi in a non-equilibrium geometry.

Positions of all 16 atoms, in Å:
C  0.40  -1.77  -0.16
C  1.62  -1.21  -0.12
C  -0.68  -0.91  0.34
C  1.55  0.28  -0.06
C  -0.26  0.45  0.77
N  -1.86  -1.32  0.42
Si  -0.96  1.71  -0.39
H  0.18  -2.77  -0.31
H  2.47  -1.83  -0.25
H  2.15  0.97  0.47
H  1.33  0.55  -1.07
H  0.01  0.57  1.86
H  -2.61  -0.68  0.65
H  -2.41  1.77  -0.20
H  -0.33  1.14  -1.64
H  -0.60  3.05  -0.30

The lowest unoccupied orbital energy comes out at 0.64 eV. The orbital gap is 0.3523 hartree. As for the strongest force on any atom: 4.79 eV/A.

***

[4]
The following is a DFT calculation (ωB97M-V/def2-TZVPD) of 2 unconnected molecules or ions with the total composition C5H9O in a non-equilibrium geometry.

Positions of all 15 atoms, in Å:
C  -1.69  -1.00  0.43
C  -0.36  -0.26  0.36
C  -0.41  1.11  0.03
C  0.88  -0.93  0.42
C  2.11  -0.37  0.39
H  -1.53  -2.11  0.45
H  -2.34  -0.70  1.28
H  -2.29  -0.67  -0.45
H  0.45  1.75  0.15
H  -1.41  1.52  0.10
H  0.82  -2.01  0.43
H  2.93  -1.03  0.51
H  2.30  0.67  0.22
O  0.17  1.77  -1.75
H  0.36  2.26  -2.56

As for the expectation value of S²: 0.79. Its spin multiplicity is 2. The lowest unoccupied orbital energy (spin up / spin down) comes out at 0.20 / -2.04 eV. The orbital gap (spin up / spin down) is 0.3290 / 0.2289 hartree. As for the strongest force on any atom: 2.17 eV/A.

***

[5]
The following is a DFT calculation (ωB97M-V/def2-TZVPD) of a gas-phase ion, C5H9O2S (charge -1) in a non-equilibrium geometry.

Positions of all 17 atoms, in Å:
C  1.50  -1.64  -1.35
S  0.64  -0.32  -2.13
C  -0.90  -0.01  -1.05
C  -0.55  -0.21  0.45
C  0.21  0.98  0.99
C  -0.93  1.85  1.72
O  -1.46  1.36  2.79
O  -1.44  2.82  1.02
H  1.19  -1.93  -0.21
H  2.56  -1.17  -1.31
H  1.39  -2.69  -1.78
H  -1.23  0.99  -1.28
H  -1.68  -0.74  -1.37
H  0.12  -1.15  0.47
H  -1.35  -0.47  1.11
H  0.85  1.56  0.30
H  1.06  0.76  1.62

As for the total charge: -1. The lowest unoccupied orbital energy comes out at 3.08 eV. The SMILES is CSCCCC(=O)[O-]. The orbital gap is 0.2578 hartree. As for the strongest force on any atom: 3.56 eV/A.

***

[6]
The following is a DFT calculation (ωB97M-V/def2-TZVPD) of 3 unconnected molecules or ions with the total composition C5H9O2S in a non-equilibrium geometry.

Positions of all 17 atoms, in Å:
O  3.45  0.19  1.04
C  3.17  -0.37  -0.03
O  3.45  -0.08  -1.21
C  0.42  0.27  0.32
C  0.13  -0.05  -0.96
C  0.03  1.50  -0.11
S  -3.00  0.26  -0.70
C  -2.73  -0.84  0.73
H  0.94  -0.15  1.17
H  2.49  -1.27  0.07
H  -0.96  -0.06  -1.27
H  0.92  -0.30  -1.67
H  -1.04  1.78  -0.17
H  0.73  2.30  -0.33
H  -2.03  -1.64  0.48
H  -2.29  -0.31  1.57
H  -3.68  -1.24  1.07

As for the total charge: -1. The lowest unoccupied orbital energy comes out at 1.76 eV. The orbital gap is 0.2259 hartree. As for the strongest force on any atom: 2.53 eV/A.

***

Q: Number 3 is which compound?
A: C5H9NSi

***

Q: Which of these has the highest strongest force on any atom?
A: C5H9NS4

***

Q: What is the formula in the first record?
A: C5H9NS4